[1]
{"formula": "C4H16MgN4O5", "method": "the ωB97M-V functional and the def2-TZVPD basis", "fmax_ev_per_a": 7.278, "total_charge": 0, "e_lumo_ev": 0.17, "gap_ev": 6.45, "elements": ["Mg", "C", "O", "H", "H", "H", "C", "O", "H", "H", "H", "C", "O", "N", "N", "H", "H", "H", "H", "C", "O", "N", "N", "H", "H", "H", "H", "O", "H", "H"], "positions_angstrom": [[0.3292, -0.3355, -0.4310], [2.9288, 1.3875, 0.7948], [1.8643, 0.5268, 0.5375], [3.8698, 1.0428, 0.3660], [2.6704, 2.4087, 0.5146], [2.9681, 1.4589, 1.8817], [-2.8625, -0.1030, 0.3670], [-1.5243, 0.1555, 0.1812], [-3.4658, 0.1634, -0.5008], [-2.9264, -1.1622, 0.6162], [-3.1641, 0.3785, 1.2973], [-0.0437, 2.3792, -1.7172], [0.2993, 1.1812, -1.7079], [-0.9272, 2.8444, -0.8358], [0.4748, 3.2865, -2.4162], [-1.5109, 2.2290, -0.2876], [-0.8359, 3.8457, -0.7396], [1.0929, 3.2624, -3.2146], [-0.0219, 4.1628, -2.3429], [0.0284, -2.7212, 1.4068], [0.5040, -1.9520, 0.5410], [-0.2327, -3.9677, 1.3609], [-0.1120, -2.3053, 2.6034], [0.2813, -4.4271, 0.6228], [-0.8615, -4.4003, 2.0224], [-0.3295, -2.9978, 3.3057], [0.0241, -1.3300, 2.8275], [0.5272, -1.4564, -2.0260], [0.3036, -2.3845, -2.0962], [0.6524, -1.1706, -2.9309]], "forces_ev_per_a": [[0.001, 2.607, 1.767], [-2.149, -0.816, 0.510], [-0.259, -0.651, -0.655], [0.345, 0.208, -0.047], [0.387, 0.529, -0.639], [0.911, 0.061, 0.475], [1.690, -0.586, 0.781], [1.015, 0.603, -0.665], [-0.524, 0.005, 0.006], [-0.904, -0.653, -0.295], [-0.836, 0.506, 0.018], [-0.983, -5.807, 3.801], [-0.014, 0.606, -1.845], [-0.747, 1.326, 0.155], [2.192, 5.536, -4.185], [0.348, -0.481, 0.367], [-0.908, -0.356, 0.799], [-0.015, -0.871, 0.521], [0.391, 0.041, -0.409], [2.072, 4.631, -1.273], [-0.531, -2.992, 0.069], [-0.391, -5.111, -2.922], [-0.942, 2.471, 4.727], [-0.787, -0.786, 0.159], [0.484, -0.237, -0.520], [0.167, 0.811, 0.237], [-0.130, -0.104, -0.002], [0.113, -0.793, -1.174], [-0.027, -0.235, 0.374], [0.032, 0.538, -0.134]], "mulliken_charge": [0.891, -0.837, -0.723, 0.236, 0.208, 0.221, -0.819, -0.818, 0.242, 0.158, 0.279, 0.684, -0.380, -0.333, -0.360, 0.196, 0.126, 0.239, 0.125, 0.826, -0.277, -0.456, -0.415, 0.232, 0.174, 0.126, 0.270, -0.354, 0.257, 0.281]}

=====

[2]
{"formula": "C49H49BrGeN6O5S2Tc", "method": "the ωB97M-V functional and the def2-TZVPD basis", "fmax_ev_per_a": 2.336, "total_charge": 0, "e_lumo_ev": [-0.31, -0.49], "relative_energy_ev": 0.447, "spin_multiplicity": 2, "gap_ev": [5.97, 6.05], "s_squared": 0.770, "elements": ["Tc", "C", "O", "C", "C", "C", "Br", "C", "C", "C", "O", "C", "N", "C", "C", "C", "C", "C", "C", "N", "H", "H", "H", "H", "H", "H", "H", "H", "H", "H", "H", "C", "C", "C", "C", "N", "C", "C", "C", "C", "C", "C", "N", "H", "H", "H", "H", "H", "H", "H", "H", "C", "Ge", "C", "C", "C", "C", "C", "C", "C", "C", "C", "C", "C", "C", "C", "C", "C", "C", "C", "C", "H", "H", "H", "H", "H", "H", "H", "H", "H", "H", "H", "H", "H", "H", "H", "C", "N", "C", "C", "S", "N", "C", "C", "H", "H", "H", "H", "H", "H", "H", "H", "H", "H", "H", "H", "C", "S", "O", "O", "O", "H", "H", "H"], "positions_angstrom": [[0.1846, -0.3786, -0.6725], [-3.2647, 0.2823, 0.6637], [-2.0447, -0.4530, 0.7969], [-2.1007, -1.6079, 1.5487], [-3.2315, -2.3765, 1.6778], [-3.1601, -3.5571, 2.4116], [-4.7389, -4.5745, 2.6693], [-1.9738, -3.9934, 2.9406], [-0.8137, -3.2287, 2.7722], [-0.8924, -1.9974, 2.1203], [0.1242, -1.1610, 1.9456], [0.5086, -3.7212, 3.1835], [1.5929, -2.9879, 3.1752], [2.6367, -3.8427, 3.5273], [3.9981, -3.5867, 3.6531], [4.8212, -4.6353, 4.0288], [4.3035, -5.9194, 4.2696], [2.9506, -6.1858, 4.1383], [2.1381, -5.1204, 3.7600], [0.7683, -5.0099, 3.5507], [-3.9110, -0.1635, -0.0938], [-2.9920, 1.2931, 0.3696], [-3.7838, 0.3211, 1.6203], [-4.1580, -2.0893, 1.1940], [-1.9503, -4.9248, 3.4961], [0.9543, -1.6190, 2.2344], [4.3961, -2.5996, 3.4390], [5.8893, -4.4676, 4.1313], [4.9772, -6.7172, 4.5579], [2.5503, -7.1813, 4.3016], [0.1108, -5.7664, 3.5221], [-0.0079, 3.9741, -1.0035], [-1.0633, 4.1800, -1.8538], [-1.7473, 3.0685, -2.3236], [-1.3588, 1.8091, -1.9344], [-0.3373, 1.6021, -1.1170], [0.3227, 2.6803, -0.6573], [-2.0703, 0.5739, -2.4017], [-3.2678, 0.6051, -3.0742], [-3.9106, -0.5842, -3.3897], [-3.3382, -1.7738, -3.0060], [-2.1278, -1.7373, -2.3427], [-1.4942, -0.5716, -2.0637], [0.5739, 4.7983, -0.6002], [-1.3406, 5.1793, -2.1697], [-2.5707, 3.1853, -3.0183], [1.1503, 2.4626, -0.0055], [-3.7143, 1.5562, -3.3327], [-4.8554, -0.5731, -3.9219], [-3.8135, -2.7269, -3.2060], [-1.6449, -2.6477, -2.0058], [1.8720, 0.0066, -0.7057], [3.6577, 0.5290, -1.1764], [3.8849, 2.4523, -1.0248], [3.5193, 3.1230, 0.1520], [3.6627, 4.5020, 0.2645], [4.1868, 5.2324, -0.7999], [4.5648, 4.5804, -1.9681], [4.4134, 3.1991, -2.0799], [4.9923, -0.3206, -0.0619], [5.0170, -1.7149, 0.0503], [6.0288, -2.3509, 0.7577], [7.0263, -1.5989, 1.3740], [7.0000, -0.2118, 1.2946], [5.9887, 0.4256, 0.5753], [4.0016, -0.0084, -3.0141], [2.9388, -0.2139, -3.8991], [3.1791, -0.5418, -5.2302], [4.4848, -0.6788, -5.6893], [5.5523, -0.4972, -4.8158], [5.3111, -0.1617, -3.4851], [3.1160, 2.5575, 0.9924], [3.3635, 5.0089, 1.1786], [4.3007, 6.3074, -0.7169], [4.9718, 5.1472, -2.7984], [4.7064, 2.7005, -2.9998], [4.2343, -2.3127, -0.4096], [6.0382, -3.4324, 0.8316], [7.8235, -2.0970, 1.9181], [7.7684, 0.3753, 1.7872], [5.9811, 1.5091, 0.5056], [1.9214, -0.1279, -3.5322], [2.3488, -0.6903, -5.9129], [4.6714, -0.9312, -6.7283], [6.5713, -0.6167, -5.1701], [6.1480, -0.0253, -2.8062], [1.7365, 1.4864, 3.5576], [1.3802, 2.9063, 3.5306], [2.4833, 3.8010, 3.8905], [0.1625, 3.3425, 3.1083], [-0.9592, 2.3598, 2.3320], [-0.0529, 4.7057, 3.3547], [-0.0389, 5.1255, 4.7643], [-1.1120, 5.3796, 2.6115], [2.2062, 1.2507, 4.5177], [2.4412, 1.2443, 2.7532], [0.8530, 0.8816, 3.4213], [3.3944, 3.4513, 3.3933], [2.6727, 3.8001, 4.9681], [2.2729, 4.8161, 3.5660], [0.5539, 4.4472, 5.3676], [-1.0582, 5.1257, 5.1632], [0.3717, 6.1321, 4.8653], [-1.0001, 5.2015, 1.5463], [-1.0229, 6.4508, 2.8093], [-2.1061, 5.0369, 2.9097], [1.7015, -3.5929, -1.8985], [0.5301, -3.8093, -0.6066], [-0.5611, -4.5917, -1.1537], [1.2408, -4.3643, 0.5198], [0.0651, -2.4161, -0.3305], [2.1242, -4.5785, -2.1229], [2.4748, -2.8978, -1.5599], [1.1802, -3.1873, -2.7709]], "forces_ev_per_a": [[2.253, 0.605, 0.118], [0.294, -0.138, 0.003], [-0.182, -0.143, 0.285], [-0.429, 0.342, -0.331], [-0.255, -0.021, -0.074], [-0.097, 0.020, -0.036], [-0.001, -0.013, -0.025], [0.124, -0.126, 0.100], [0.256, -0.119, 0.090], [0.037, -0.161, 0.165], [0.452, 0.279, 0.301], [0.073, -0.015, 0.034], [0.269, 0.091, 0.091], [-0.204, 0.478, -0.179], [0.192, 0.036, -0.017], [-0.029, 0.034, -0.033], [-0.078, 0.071, -0.032], [-0.013, 0.005, -0.063], [-0.470, -0.190, 0.042], [0.093, -0.113, 0.124], [-0.057, -0.046, -0.061], [0.060, -0.005, -0.027], [-0.022, -0.009, 0.046], [0.072, -0.010, 0.130], [0.030, 0.087, -0.075], [0.061, -0.017, 0.094], [-0.042, -0.092, 0.054], [-0.123, -0.018, -0.008], [-0.028, 0.025, -0.017], [0.044, 0.112, 0.016], [0.002, -0.051, -0.076], [0.546, 0.021, 0.390], [-0.506, 0.019, -0.494], [-0.316, 0.729, -0.333], [-1.015, -0.720, -0.713], [0.707, 0.199, 0.685], [0.081, -0.167, 0.046], [0.401, 0.939, 0.209], [-0.745, 0.104, -0.465], [-0.217, 0.616, -0.179], [0.217, -0.448, 0.083], [0.458, 0.361, 0.057], [-0.422, -1.336, 0.145], [-0.034, -0.164, -0.069], [-0.044, -0.093, 0.029], [0.099, 0.055, 0.107], [-0.101, 0.000, 0.043], [-0.048, -0.121, -0.016], [0.060, 0.049, 0.062], [0.072, 0.078, 0.033], [0.061, 0.053, 0.048], [-1.450, -0.564, 0.152], [-0.026, -0.146, -0.181], [-0.016, 0.455, 0.126], [0.157, 0.043, -0.126], [0.009, -0.071, -0.044], [-0.024, -0.100, -0.029], [-0.055, -0.055, 0.076], [-0.086, 0.094, 0.148], [0.295, -0.117, 0.298], [0.057, 0.103, 0.085], [0.023, 0.068, 0.020], [-0.049, 0.007, -0.005], [-0.108, 0.003, -0.075], [0.008, -0.272, 0.007], [0.067, -0.065, -0.347], [0.252, -0.001, -0.033], [0.042, 0.015, 0.044], [0.016, 0.010, 0.056], [-0.077, 0.045, 0.106], [-0.206, -0.029, -0.130], [0.047, 0.069, -0.102], [0.052, -0.061, -0.099], [-0.004, -0.050, -0.003], [-0.011, -0.027, 0.056], [-0.040, 0.042, 0.065], [0.094, 0.044, 0.035], [-0.011, 0.044, 0.012], [-0.097, 0.053, -0.041], [-0.048, -0.039, -0.050], [0.015, -0.048, -0.002], [-0.025, 0.020, -0.008], [0.046, -0.005, 0.061], [-0.017, 0.006, 0.094], [-0.088, 0.014, 0.034], [-0.023, -0.013, -0.030], [0.049, 0.256, 0.001], [-0.009, -0.046, 0.017], [-0.105, -0.215, -0.164], [0.193, 0.167, -0.032], [0.344, 0.377, 0.285], [-0.168, -0.193, 0.097], [-0.005, -0.048, -0.202], [0.118, -0.101, 0.123], [-0.026, 0.056, -0.087], [-0.060, 0.047, 0.050], [-0.183, -0.106, -0.033], [-0.107, -0.013, 0.032], [-0.038, -0.019, -0.029], [-0.033, -0.033, -0.003], [0.024, -0.040, 0.003], [-0.023, -0.013, -0.001], [0.000, -0.014, -0.055], [0.026, -0.043, -0.039], [-0.003, -0.071, -0.025], [-0.043, -0.004, 0.036], [0.288, -0.116, -0.318], [-0.046, 0.152, -0.299], [0.027, 0.024, 0.147], [-0.131, -0.089, -0.014], [-0.300, -0.535, 0.004], [-0.049, 0.265, 0.000], [-0.150, -0.136, -0.112], [0.156, -0.054, 0.137]], "mulliken_charge": [0.011, -1.467, 1.051, 0.187, -0.286, -0.754, -0.245, -0.563, 0.927, -0.551, 0.053, -0.258, -0.417, 0.187, -0.758, -0.689, -0.407, -1.268, 0.931, -0.037, 0.322, 0.228, 0.522, 0.513, 0.495, 0.496, 0.518, 0.413, 0.388, 0.389, 0.260, -1.367, -1.025, -0.942, 0.433, 0.888, -1.210, 0.914, -1.018, -0.586, -0.994, -0.295, 0.610, 0.762, 0.422, 0.418, 1.097, 0.395, 0.423, 0.511, 0.357, 0.002, 2.732, 0.267, -0.082, -0.226, -0.658, -0.724, -0.633, 0.326, 0.024, -0.691, -0.555, -0.700, -0.694, -0.229, -0.082, -0.650, -0.496, -0.597, -0.396, -0.073, 0.315, 0.388, 0.391, 0.381, -0.003, 0.455, 0.368, 0.418, 0.315, 0.132, 0.404, 0.358, 0.403, 0.407, -0.766, 0.343, -1.280, 0.159, -0.333, 0.224, -1.191, -0.866, 0.369, 0.106, 0.081, 0.446, 0.295, 0.426, 0.403, 0.378, 0.323, 0.133, 0.338, 0.348, -0.582, 1.136, -0.814, -0.500, -0.334, 0.540, -0.200, 0.235]}